1.
Here is a 3-piece molecular cluster, C4H15N3O overall from the Open Molecules 2025 dataset. Energies are from wB97M-V/def2-TZVPD.

Results
M in g/mol: 121.18
Frontier orbital gap in eV: 4.005
Charge: 0

```
23
C4H15N3O | the Open Molecules 2025 dataset | wB97M-V/def2-TZVPD
C 1.128 -0.469 0.423
C 0.361 0.569 1.100
C 0.933 1.846 0.655
N 0.175 1.725 -1.754
N 0.529 -1.782 0.334
C -0.322 -1.841 -0.846
N -1.404 -0.865 -1.013
H 1.108 -0.089 -0.621
H 2.168 -0.515 0.753
H -0.708 0.609 0.820
H 0.313 0.325 2.197
H 0.042 2.461 0.509
H 1.784 2.359 1.117
H -0.527 1.206 -2.222
H 1.046 1.722 -0.582
H 0.733 2.138 -2.489
H -0.699 -2.875 -0.843
H 0.327 -1.684 -1.703
H -1.765 -0.822 -0.004
H -0.982 0.036 -1.103
H -2.475 -1.106 2.402
H -0.050 -1.963 1.154
O -1.716 -0.985 1.717
```

Charges computed using natural (NBO), reported in e: -0.23 -0.47 -0.44 -0.87 -0.51 -0.08 -0.82 0.19 0.20 0.27 0.30 0.25 0.23 0.37 0.31 0.36 0.19 0.17 0.41 0.32 0.45 0.42 -1.06

***

2.
Here is C4H15N3O as an isolated structure from the Open Molecules 2025 dataset. Energies are from wB97M-V/def2-TZVPD.

Results
M in g/mol: 121.18
Frontier orbital gap (alpha / beta) in eV: 8.650 / 7.037
Charge: 0

```
23
C4H15N3O | the Open Molecules 2025 dataset | wB97M-V/def2-TZVPD
C 0.842 2.062 -0.373
C 0.893 -0.642 -1.993
N 0.131 0.496 -2.319
O -0.346 1.341 -0.692
H -0.849 0.245 -2.430
H 1.553 1.421 0.160
H 0.591 2.923 0.251
H 1.295 2.415 -1.301
H 0.505 -1.569 -2.433
H 1.941 -0.507 -2.271
H 0.803 -0.869 -0.810
C -0.881 -1.874 0.618
C -1.270 1.188 0.881
N 0.156 -0.884 0.800
N 0.838 -1.164 1.962
H 1.386 -0.370 2.268
H 0.287 -1.550 2.730
H -0.470 -2.892 0.564
H -1.394 -1.668 -0.319
H -1.621 -1.854 1.439
H -2.054 0.456 0.748
H -0.712 1.093 1.805
H -1.624 2.201 0.715
```

Charges computed using natural (NBO), reported in e: -0.26 -0.51 -0.43 -0.53 0.31 0.16 0.17 0.21 0.18 0.18 0.26 -0.49 -0.31 -0.20 -0.62 0.37 0.34 0.21 0.21 0.18 0.19 0.18 0.20

***

3.
Here is a 3-piece molecular cluster, C4H15N3O overall from the Open Molecules 2025 dataset. Energies are from wB97M-V/def2-TZVPD.

Results
M in g/mol: 121.18
Frontier orbital gap in eV: 6.376
Charge: 0

```
23
C4H15N3O | the Open Molecules 2025 dataset | wB97M-V/def2-TZVPD
C -0.974 -1.232 -0.498
N 0.295 -0.576 -0.729
C 1.405 -1.243 -0.049
C 2.402 -0.159 0.467
N 1.912 1.064 0.917
C -2.135 -0.385 -0.879
N -2.518 0.422 0.317
H -1.025 -2.226 -1.040
H -1.079 -1.489 0.567
H 0.245 0.237 -0.125
H 1.028 -1.678 0.915
H 1.939 -1.989 -0.633
H 3.153 0.079 -0.328
H 3.014 -0.656 1.264
H 0.981 0.985 1.542
H -0.012 0.723 1.845
H -1.771 0.304 -1.665
H -3.026 -0.884 -1.281
H -3.047 1.247 0.033
H -3.220 -0.158 0.780
H 0.883 2.009 0.144
H 1.023 2.792 -1.192
O 0.530 2.814 -0.369
```

Charges computed using natural (NBO), reported in e: -0.23 -0.63 -0.22 -0.31 -0.50 -0.25 -0.83 0.19 0.16 0.36 0.16 0.20 0.28 0.18 0.11 0.25 0.21 0.18 0.36 0.35 0.46 0.46 -0.97

***

4.
Here is a 3-piece molecular cluster, C4H15N3O overall from the Open Molecules 2025 dataset. Energies are from wB97M-V/def2-TZVPD.

Results
M in g/mol: 121.18
Frontier orbital gap in eV: 8.571
Charge: 0

```
23
C4H15N3O | the Open Molecules 2025 dataset | wB97M-V/def2-TZVPD
C -1.500 1.041 -0.480
C -0.943 -2.077 0.476
N -0.840 1.924 0.306
N -0.948 0.701 -1.668
N -2.699 0.597 -0.073
O -1.087 -0.856 1.100
H 0.161 1.808 0.368
H -1.279 2.060 1.206
H -0.020 1.034 -1.881
H -1.268 -0.156 -2.095
H -2.304 -0.209 0.725
H -3.228 0.152 -0.813
H 0.119 -2.362 0.359
H -1.439 -2.903 1.014
H -1.382 -2.097 -0.554
C 2.152 -0.003 0.977
C 2.500 0.342 -0.471
H 2.130 -0.424 -1.155
H 2.469 0.793 1.654
H 2.671 -0.912 1.285
H 1.081 -0.181 1.115
H 2.075 1.304 -0.777
H 3.579 0.424 -0.618
```

Charges computed using natural (NBO), reported in e: 0.73 -0.22 -0.78 -0.79 -0.87 -0.91 0.40 0.42 0.41 0.41 0.47 0.37 0.14 0.15 0.09 -0.64 -0.61 0.20 0.20 0.21 0.25 0.17 0.21

***

Most stable: 4 (next structure +561.7 kJ/mol)

***

1.
Here is C2H4INS as an isolated structure from the Open Molecules 2025 dataset. Energies are from wB97M-V/def2-TZVPD.

Results
M in g/mol: 201.03
Frontier orbital gap in eV: 5.720
Charge: 0

```
9
C2H4INS | the Open Molecules 2025 dataset | wB97M-V/def2-TZVPD
C -0.116 -0.019 0.010
C -0.552 0.980 -1.009
N -0.741 -0.429 0.979
S 1.482 -0.632 -0.426
I 2.287 -2.232 2.283
H 0.031 0.684 -1.801
H -0.134 1.938 -0.760
H -1.618 0.891 -0.945
H -0.639 -1.180 1.667
```

Charges computed using natural (NBO), reported in e: 0.15 -0.67 -0.67 0.16 -0.09 0.22 0.24 0.26 0.40

***

2.
Here is C2H4INS as an isolated structure from the Open Molecules 2025 dataset. Energies are from wB97M-V/def2-TZVPD.

Results
M in g/mol: 201.03
Frontier orbital gap in eV: 7.674
Charge: 0

```
9
C2H4INS | the Open Molecules 2025 dataset | wB97M-V/def2-TZVPD
C -0.810 0.356 0.119
C 0.297 -0.751 0.011
N -1.920 -0.402 0.522
S -1.435 -2.015 -0.041
I -3.776 0.201 -0.029
H -0.570 1.006 0.934
H -0.850 0.816 -0.887
H 0.639 -0.817 -0.975
H 0.816 -1.086 0.798
```

Charges computed using natural (NBO), reported in e: -0.27 -0.32 -0.72 0.22 0.28 0.20 0.18 0.21 0.20

***

Most stable: 1 (next structure +22.5 kJ/mol)

***

1.
Here is a 2-piece molecular cluster, C11H11N overall from the Open Molecules 2025 dataset. Energies are from wB97M-V/def2-TZVPD.

Results
M in g/mol: 157.22
Frontier orbital gap in eV: 9.863
Structure (SMILES): c1ccccc1.c1ccncc1
Charge: 0

```
23
C11H11N | the Open Molecules 2025 dataset | wB97M-V/def2-TZVPD
C -2.447 1.945 -1.125
C -1.424 2.769 -1.392
C -0.515 3.003 -0.335
C -0.776 2.604 1.003
C -1.773 1.654 1.285
C -2.576 1.381 0.274
H -3.298 1.557 -1.901
H -1.520 3.347 -2.393
H 0.133 3.974 -0.515
H -0.319 3.014 1.819
H -1.914 1.174 2.233
H -3.326 0.759 0.602
C 0.783 -1.897 -0.176
C 1.896 -1.073 0.333
C 2.959 -1.906 0.562
N 3.160 -3.305 0.585
C 2.147 -3.874 -0.140
C 0.922 -3.204 -0.329
H -0.329 -1.583 -0.449
H 2.030 0.062 0.380
H 3.891 -1.561 1.077
H 2.169 -4.886 -0.481
H 0.127 -3.955 -0.920
```

Charges computed using natural (NBO), reported in e: -0.21 -0.25 -0.22 -0.19 -0.23 -0.20 0.22 0.23 0.22 0.21 0.22 0.20 -0.17 -0.28 -0.01 -0.40 0.05 -0.29 0.23 0.26 0.20 0.19 0.22

***

2.
Here is a 2-piece molecular cluster, C11H11N overall from the Open Molecules 2025 dataset. Energies are from wB97M-V/def2-TZVPD.

Results
M in g/mol: 157.22
Frontier orbital gap in eV: 8.574
Structure (SMILES): c1ccccc1.c1ccncc1
Charge: 0

```
23
C11H11N | the Open Molecules 2025 dataset | wB97M-V/def2-TZVPD
C 2.860 -1.078 -0.353
C 3.218 0.262 -0.480
C 2.366 1.259 -0.026
C 1.133 0.937 0.619
C 0.794 -0.429 0.800
C 1.646 -1.382 0.253
H 3.485 -1.846 -0.799
H 4.181 0.485 -0.934
H 2.695 2.342 -0.022
H 0.571 1.801 1.012
H -0.172 -0.669 1.286
H 1.415 -2.445 0.361
C -1.353 0.928 -0.150
C -2.708 1.228 -0.185
C -3.658 0.261 -0.132
N -3.344 -1.083 -0.036
C -2.076 -1.403 -0.062
C -1.096 -0.416 -0.212
H -0.545 1.628 -0.198
H -3.026 2.338 -0.199
H -4.768 0.461 -0.078
H -1.666 -2.465 0.087
H 0.048 -0.715 -0.555
```

Charges computed using natural (NBO), reported in e: -0.19 -0.25 -0.19 -0.27 -0.21 -0.27 0.22 0.22 0.22 0.22 0.26 0.22 -0.22 -0.23 -0.02 -0.40 0.01 -0.25 0.24 0.22 0.21 0.19 0.30

***

Most stable: 1 (next structure +27.4 kJ/mol)

***

1.
Here is C11H11N as an isolated structure from the Open Molecules 2025 dataset. Energies are from wB97M-V/def2-TZVPD.

Results
M in g/mol: 157.22
Frontier orbital gap in eV: 8.771
Charge: 0

```
23
C11H11N | the Open Molecules 2025 dataset | wB97M-V/def2-TZVPD
C -0.013 -1.789 -0.377
C -0.585 -2.912 0.299
C -1.803 -2.674 0.926
C -2.431 -1.434 0.977
C -1.817 -0.334 0.422
C -0.630 -0.467 -0.190
C 2.455 1.445 -1.134
C 1.754 0.574 -0.379
C 0.625 1.014 0.289
C 0.400 2.416 0.208
C 1.244 3.217 -0.533
H 0.901 -2.078 -0.883
H -0.065 -3.797 0.285
H -2.326 -3.482 1.533
H -3.350 -1.349 1.543
H -2.501 0.520 0.258
H -0.141 0.298 -0.762
H 3.376 1.026 -1.637
H 2.090 -0.506 -0.419
H -0.006 0.309 0.845
H -0.509 2.922 0.629
H 1.111 4.305 -0.612
N 2.218 2.774 -1.289
```

Charges computed using natural (NBO), reported in e: -0.23 -0.19 -0.24 -0.18 -0.26 -0.23 0.04 -0.31 -0.17 -0.30 0.05 0.22 0.21 0.21 0.22 0.23 0.26 0.19 0.23 0.27 0.22 0.19 -0.44

***

2.
Here is a 2-piece molecular cluster, C11H11N overall from the Open Molecules 2025 dataset. Energies are from wB97M-V/def2-TZVPD.

Results
M in g/mol: 157.22
Frontier orbital gap in eV: 9.593
Structure (SMILES): c1ccccc1.c1ccncc1
Charge: 0

```
23
C11H11N | the Open Molecules 2025 dataset | wB97M-V/def2-TZVPD
C 0.278 -0.957 -0.733
C -0.804 -0.146 -0.663
C -1.909 -0.427 -1.504
C -1.939 -1.464 -2.368
C -0.776 -2.201 -2.509
C 0.331 -1.961 -1.691
H 1.160 -0.713 -0.045
H -0.898 0.682 0.027
H -2.752 0.242 -1.507
H -2.815 -1.605 -3.025
H -0.783 -3.021 -3.224
H 1.202 -2.625 -1.697
C 1.531 0.562 2.152
C 1.990 1.823 2.048
C 1.178 2.750 1.424
N -0.023 2.422 0.975
C -0.448 1.180 1.315
C 0.273 0.101 1.737
H 2.113 -0.302 2.573
H 3.017 1.891 2.346
H 1.697 3.651 1.309
H -1.512 0.919 1.331
H -0.113 -0.802 1.730
```

Charges computed using natural (NBO), reported in e: -0.22 -0.19 -0.20 -0.22 -0.20 -0.22 0.22 0.22 0.21 0.22 0.21 0.21 -0.14 -0.32 0.07 -0.43 0.00 -0.25 0.21 0.23 0.19 0.20 0.22

***

Most stable: 2 (next structure +139.7 kJ/mol)

***

1.
Here is C6H10N2O2 in the gas phase from the Open Molecules 2025 dataset. Energies are from wB97M-V/def2-TZVPD.

Results
M in g/mol: 142.16
Frontier orbital gap (alpha / beta) in eV: 8.234 / 6.572
Charge: 0

```
20
C6H10N2O2 | the Open Molecules 2025 dataset | wB97M-V/def2-TZVPD
C -0.242 1.080 -0.373
C -1.087 0.005 -0.598
C 3.529 -0.530 0.087
C 0.490 1.372 0.903
C 2.439 0.024 0.852
C -2.752 -1.538 0.170
N 1.822 1.156 0.386
N -1.560 -0.779 0.294
O 3.778 0.269 -0.986
O 4.246 -1.520 0.276
H -0.252 1.657 -1.258
H -1.302 0.088 -1.707
H 0.177 2.427 1.357
H 0.172 0.785 1.780
H 2.112 -0.570 1.718
H -2.742 -2.490 0.767
H -3.563 -0.948 0.339
H -2.758 -1.751 -0.966
H 1.943 1.630 -0.485
H 4.577 -0.036 -1.362
```

Charges computed using natural (NBO), reported in e: -0.15 -0.01 0.67 -0.28 -0.11 -0.43 -0.50 -0.37 -0.72 -0.61 0.20 0.14 0.20 0.25 0.23 0.21 0.21 0.17 0.43 0.49

***

2.
Here is C6H10N2O2 in the gas phase from the Open Molecules 2025 dataset. Energies are from wB97M-V/def2-TZVPD.

Results
M in g/mol: 142.16
Frontier orbital gap in eV: 9.191
Charge: 0

```
20
C6H10N2O2 | the Open Molecules 2025 dataset | wB97M-V/def2-TZVPD
C 1.794 0.412 -1.445
C 1.191 -0.364 -0.279
C -0.881 -1.649 -1.450
N -0.490 -0.681 -0.760
O 1.756 -1.317 0.252
H 1.964 -0.285 -2.267
H 2.755 0.824 -1.131
H 1.142 1.216 -1.789
H -0.149 -2.298 -1.935
H -1.941 -1.812 -1.653
C -1.893 -0.231 1.313
C -1.156 0.460 0.176
C 0.955 1.343 1.700
N 0.528 0.738 0.691
O -1.605 1.436 -0.416
H -2.069 0.504 2.101
H -1.327 -1.065 1.728
H -2.861 -0.576 0.946
H 0.261 1.905 2.329
H 2.026 1.437 1.887
```

Charges computed using natural (NBO), reported in e: -0.69 0.66 0.04 -0.38 -0.69 0.22 0.23 0.23 0.19 0.18 -0.70 0.67 0.04 -0.38 -0.69 0.23 0.22 0.23 0.19 0.19

***

Most stable: 2 (next structure +89.6 kJ/mol)